<one>
{"formula": "C4H12", "method": "ωB97M-V with the def2-TZVPD basis set", "elements": ["C", "C", "H", "H", "H", "H", "H", "H", "C", "C", "H", "H", "H", "H", "H", "H"], "positions_angstrom": [[1.4911, -0.5883, -0.8783], [2.5589, -0.0258, 0.0356], [1.8855, -1.2976, -1.6154], [0.6517, -1.0742, -0.3769], [1.0210, 0.1932, -1.4727], [2.8684, -0.7902, 0.7539], [2.1833, 0.8156, 0.6316], [3.4792, 0.2786, -0.4597], [-2.5092, -0.1547, 0.0435], [-1.5374, 0.7627, 0.7515], [-2.0850, -1.1201, -0.2187], [-3.3897, -0.3262, 0.6639], [-2.9193, 0.2968, -0.8706], [-1.7435, 1.8225, 0.6289], [-0.4832, 0.5601, 0.5457], [-1.4717, 0.6479, 1.8375]], "mulliken_charge": [-0.83, -0.81, 0.34, 0.20, 0.29, 0.24, 0.26, 0.31, -0.84, -0.49, 0.29, 0.29, 0.25, 0.32, -0.13, 0.30], "homo_ev": -11.454, "smiles": "CC.CC", "homo_lumo_gap_ev": 12.62}



<two>
{"formula": "C4H12", "method": "ωB97M-V with the def2-TZVPD basis set", "elements": ["C", "C", "H", "H", "H", "H", "H", "H", "C", "C", "H", "H", "H", "H", "H", "H"], "positions_angstrom": [[1.4621, 1.7866, 0.3582], [0.5350, 1.6102, 1.5484], [2.2410, 2.4610, 0.5605], [1.9475, 0.8003, 0.1105], [0.9331, 2.1312, -0.4746], [-0.2083, 0.9065, 1.2509], [-0.0589, 2.5679, 1.7048], [1.0031, 1.2721, 2.4244], [-0.9095, -1.0307, -0.5463], [-1.0593, -2.3662, -1.3228], [-0.2559, -1.2483, 0.3609], [-0.3846, -0.3029, -1.1403], [-1.9042, -0.6290, -0.2690], [-1.6460, -2.1985, -2.2586], [-1.6557, -3.0366, -0.7172], [-0.0394, -2.7236, -1.5897]], "mulliken_charge": [-0.90, -0.63, 0.36, 0.23, 0.29, 0.09, 0.27, 0.30, -0.69, -0.98, 0.22, 0.25, 0.32, 0.29, 0.29, 0.30], "homo_ev": -11.565, "smiles": "CC.CC", "homo_lumo_gap_ev": 12.69}



<three>
{"formula": "C4H12", "method": "ωB97M-V with the def2-TZVPD basis set", "elements": ["C", "C", "H", "H", "H", "H", "H", "H", "C", "C", "H", "H", "H", "H", "H", "H"], "positions_angstrom": [[1.2047, 1.2321, -1.4342], [1.3070, 1.2898, 0.1244], [0.5631, 0.3792, -1.7038], [0.8666, 2.1838, -1.8594], [2.2078, 1.0426, -1.8362], [1.9444, 0.5060, 0.5714], [0.2594, 1.0644, 0.5029], [1.5849, 2.3225, 0.4263], [-1.6041, -1.3125, -0.0460], [-0.8985, -1.2195, 1.3426], [-2.1562, -0.3010, -0.1505], [-0.8635, -1.3296, -0.8033], [-2.3695, -2.1416, -0.0594], [-1.4173, -0.5514, 2.0555], [0.1098, -0.9100, 1.2507], [-0.7840, -2.2038, 1.6853]], "mulliken_charge": [-0.69, -0.62, 0.16, 0.27, 0.26, 0.26, 0.05, 0.32, -0.65, -0.81, 0.21, 0.18, 0.30, 0.24, 0.15, 0.38], "homo_ev": -11.528, "smiles": "CC.CC", "homo_lumo_gap_ev": 12.70}



<four>
{"formula": "C4H12", "method": "ωB97M-V with the def2-TZVPD basis set", "elements": ["C", "C", "H", "H", "H", "H", "H", "H", "C", "C", "H", "H", "H", "H", "H", "H"], "positions_angstrom": [[-1.8197, -1.2928, 0.0481], [-2.2183, -0.4300, -1.2031], [-1.7253, -2.3231, -0.1898], [-0.8940, -0.8772, 0.3414], [-2.5471, -1.0655, 0.7834], [-1.6122, -0.6190, -2.1997], [-3.2760, -0.6859, -1.5416], [-2.3154, 0.6619, -0.8963], [1.5682, 0.2427, 0.5165], [2.5040, 1.3527, 0.7243], [1.7712, -0.6653, 1.0168], [0.5879, 0.6131, 0.7860], [1.4629, 0.1164, -0.5519], [2.4679, 2.0843, -0.0636], [3.5059, 0.9854, 0.7247], [2.5399, 1.9022, 1.7050]], "mulliken_charge": [-0.39, -0.83, 0.32, -0.15, 0.28, 0.25, 0.30, 0.25, -0.73, -1.01, 0.37, 0.21, 0.26, 0.29, 0.31, 0.28], "homo_ev": -11.306, "smiles": "CC.CC", "homo_lumo_gap_ev": 12.41}



Last place for stability: <four>



<one>
{"formula": "C4H12", "method": "ωB97M-V with the def2-TZVPD basis set", "elements": ["C", "C", "H", "H", "H", "H", "H", "H", "C", "C", "H", "H", "H", "H", "H", "H"], "positions_angstrom": [[2.0286, 0.3779, -2.0264], [0.8195, 0.1306, -1.1225], [2.5343, 1.3094, -1.8377], [2.8228, -0.3534, -1.8461], [1.7832, 0.3793, -3.0875], [1.0262, -0.5269, -0.2775], [0.0896, -0.4605, -1.6706], [0.4424, 1.0854, -0.7695], [-0.8637, -0.0215, 2.0365], [-1.9965, -0.4790, 1.1392], [0.1012, -0.4828, 1.8368], [-0.6744, 1.0555, 1.9899], [-1.1521, -0.1867, 3.0486], [-2.9034, 0.1230, 1.2566], [-2.0960, -1.5564, 1.2882], [-1.9618, -0.3939, 0.0421]], "mulliken_charge": [-0.99, -0.60, 0.29, 0.28, 0.28, 0.18, 0.27, 0.28, -0.87, -0.79, 0.25, 0.27, 0.34, 0.31, 0.25, 0.25], "homo_ev": -11.383, "smiles": "CC.CC", "homo_lumo_gap_ev": 12.54}



<two>
{"formula": "C4H12", "method": "ωB97M-V with the def2-TZVPD basis set", "elements": ["C", "C", "H", "H", "H", "H", "H", "H", "C", "C", "H", "H", "H", "H", "H", "H"], "positions_angstrom": [[1.2514, 1.0961, -1.2735], [0.5640, 0.6904, -2.5606], [2.3069, 1.3482, -1.4116], [0.7378, 1.9370, -0.8061], [1.2771, 0.2708, -0.5641], [-0.3981, 0.2312, -2.3051], [1.0657, -0.1888, -2.9645], [0.4835, 1.5413, -3.2278], [-0.4881, -0.2889, 1.6652], [-1.3910, -1.4295, 2.1455], [-0.9403, 0.4131, 0.9689], [-0.0779, 0.2201, 2.5397], [0.3784, -0.6968, 1.1401], [-2.2780, -1.0104, 2.6058], [-1.6918, -2.0319, 1.2850], [-0.7997, -2.1019, 2.7631]], "mulliken_charge": [-0.66, -0.82, 0.34, 0.27, 0.08, 0.25, 0.28, 0.28, -0.74, -0.93, 0.31, 0.30, 0.18, 0.28, 0.29, 0.28], "homo_ev": -11.588, "smiles": "CC.CC", "homo_lumo_gap_ev": 12.70}



<three>
{"formula": "C4H12", "method": "ωB97M-V with the def2-TZVPD basis set", "elements": ["C", "C", "H", "H", "H", "H", "H", "H", "C", "C", "H", "H", "H", "H", "H", "H"], "positions_angstrom": [[-0.0128, 2.6123, -0.7609], [1.0350, 1.9693, 0.1328], [0.0138, 2.4193, -1.8342], [-1.0273, 2.7071, -0.3769], [0.2047, 3.6911, -0.8374], [2.0346, 1.6348, -0.1821], [1.5531, 2.6921, 0.7772], [0.4915, 1.2521, 0.7482], [-0.8611, -2.9169, 0.7144], [-0.2966, -1.7374, -0.1040], [-0.0992, -3.2113, 1.4391], [-1.8390, -2.9497, 1.1835], [-0.8748, -3.7682, 0.0086], [-0.0870, -2.0447, -1.1337], [0.7301, -1.4477, 0.1409], [-0.9648, -0.9022, 0.0843]], "mulliken_charge": [-0.98, -0.75, 0.31, 0.30, 0.34, 0.32, 0.31, 0.16, -0.85, -0.75, 0.24, 0.34, 0.23, 0.33, 0.28, 0.19], "homo_ev": -11.034, "smiles": "CC.CC", "homo_lumo_gap_ev": 12.20}



<four>
{"formula": "C4H12", "method": "ωB97M-V with the def2-TZVPD basis set", "elements": ["C", "C", "H", "H", "H", "H", "H", "H", "C", "C", "H", "H", "H", "H", "H", "H"], "positions_angstrom": [[-0.6505, 1.8692, 1.0886], [0.5090, 1.1996, 1.8429], [-1.6377, 1.6472, 1.4794], [-0.4998, 2.9498, 1.2213], [-0.5833, 1.7466, 0.0132], [0.1794, 0.6895, 2.7469], [1.2609, 1.9215, 2.1762], [1.1204, 0.5297, 1.2361], [-0.0092, -0.9182, -1.0373], [0.0979, -2.1933, -1.8832], [-0.8289, -1.0159, -0.3316], [0.9302, -0.7418, -0.5316], [-0.2028, -0.0474, -1.6631], [1.0899, -2.3874, -2.2695], [-0.5470, -2.1841, -2.7635], [-0.2286, -3.0651, -1.3248]], "mulliken_charge": [-0.79, -0.72, 0.28, 0.32, 0.18, 0.24, 0.31, 0.17, -0.64, -1.03, 0.32, 0.20, 0.27, 0.30, 0.30, 0.29], "homo_ev": -11.406, "smiles": "CC.CC", "homo_lumo_gap_ev": 12.59}



Last place for stability: <three>



<one>
{"formula": "C4H12", "method": "ωB97M-V with the def2-TZVPD basis set", "elements": ["C", "C", "H", "H", "H", "H", "H", "H", "C", "C", "H", "H", "H", "H", "H", "H"], "positions_angstrom": [[0.9227, -0.9226, 1.8522], [2.1397, -0.0280, 1.9909], [0.3260, -0.7617, 0.9495], [1.1921, -1.9655, 1.6982], [0.1859, -1.0021, 2.6526], [2.9944, -0.4820, 1.5105], [1.9311, 0.9427, 1.5438], [2.3919, 0.2017, 3.0249], [-2.2430, 0.3659, -2.1517], [-0.8528, 0.6544, -1.5953], [-2.0751, 0.2532, -3.2118], [-2.6014, -0.5390, -1.6799], [-2.9426, 1.1778, -2.3382], [-0.9104, 0.7872, -0.5135], [-0.2856, 1.5041, -1.9792], [-0.1730, -0.1860, -1.7531]], "mulliken_charge": [-0.68, -0.76, 0.04, 0.31, 0.32, 0.26, 0.25, 0.28, -0.89, -0.79, 0.26, 0.26, 0.33, 0.19, 0.37, 0.27], "homo_ev": -11.298, "smiles": "CC.CC", "homo_lumo_gap_ev": 12.43}



<two>
{"formula": "C4H12", "method": "ωB97M-V with the def2-TZVPD basis set", "elements": ["C", "C", "H", "H", "H", "H", "H", "H", "C", "C", "H", "H", "H", "H", "H", "H"], "positions_angstrom": [[-1.4596, -0.8623, -1.7912], [-0.8772, 0.3251, -2.5531], [-2.3230, -1.1950, -2.4629], [-0.7590, -1.6167, -1.7138], [-1.9268, -0.7201, -0.7695], [0.1863, 0.3292, -2.2145], [-1.3046, 1.3567, -2.3715], [-1.1259, 0.2421, -3.6516], [0.8032, 0.9602, 2.4774], [1.4535, -0.4191, 1.9984], [-0.1513, 1.0372, 1.8786], [0.8223, 1.0904, 3.4957], [1.7322, 1.6192, 2.1508], [1.2465, -1.2874, 2.7031], [1.1093, -0.5765, 0.9734], [2.5742, -0.2830, 1.8506]], "mulliken_charge": [-0.81, -0.72, 0.29, 0.27, 0.24, 0.21, 0.26, 0.26, -0.69, -0.62, 0.21, 0.33, 0.17, 0.24, 0.12, 0.25], "homo_ev": -11.251, "smiles": "CC.CC", "homo_lumo_gap_ev": 12.27}



<three>
{"formula": "C4H12", "method": "ωB97M-V with the def2-TZVPD basis set", "elements": ["C", "C", "H", "H", "H", "H", "H", "H", "C", "C", "H", "H", "H", "H", "H", "H"], "positions_angstrom": [[2.2995, 0.4981, -0.7127], [1.8605, -0.3752, -1.8924], [2.9774, 0.0074, -0.0132], [2.8257, 1.3954, -1.0494], [1.4295, 0.8819, -0.1842], [2.4644, -0.2190, -2.7815], [1.9600, -1.4372, -1.6677], [0.8319, -0.1622, -2.1593], [-1.3788, -0.3520, 1.1332], [-2.7743, 0.2056, 1.4839], [-1.4906, -1.2851, 0.5844], [-0.8092, 0.3559, 0.5473], [-0.8016, -0.6483, 2.0056], [-3.5649, -0.3412, 0.9777], [-2.8526, 1.2545, 1.1733], [-2.9770, 0.2215, 2.5551]], "mulliken_charge": [-0.69, -0.83, 0.26, 0.28, 0.15, 0.32, 0.26, 0.26, -0.63, -0.85, 0.29, 0.05, 0.33, 0.26, 0.28, 0.25], "homo_ev": -11.737, "smiles": "CC.CC", "homo_lumo_gap_ev": 12.91}



<four>
{"formula": "C4H12", "method": "ωB97M-V with the def2-TZVPD basis set", "elements": ["C", "C", "H", "H", "H", "H", "H", "H", "C", "C", "H", "H", "H", "H", "H", "H"], "positions_angstrom": [[-0.5695, 0.6638, -1.6651], [0.0312, -0.7482, -1.6906], [-1.6209, 0.6396, -1.3542], [-0.1982, 1.3802, -0.9861], [-0.4673, 0.9095, -2.8131], [1.1396, -0.6871, -1.3760], [-0.0514, -1.2106, -2.6436], [-0.3810, -1.4400, -0.8595], [0.7895, 0.5438, 1.5612], [-0.2562, -0.5081, 1.8100], [1.6919, 0.3371, 2.0867], [0.8922, 0.7803, 0.4813], [0.5270, 1.5287, 1.7925], [0.1689, -1.2880, 1.1979], [-0.5163, -0.6543, 2.8523], [-1.1545, -0.0029, 1.5288]], "mulliken_charge": [-0.78, -0.73, 0.21, 0.35, 0.23, 0.24, 0.38, 0.13, -0.89, -0.69, 0.34, 0.08, 0.39, 0.17, 0.35, 0.21], "homo_ev": -11.257, "smiles": "CC.CC", "homo_lumo_gap_ev": 12.45}



Last place for stability: <two>



<one>
{"formula": "C2H4N2O2", "method": "ωB97M-V with the def2-TZVPD basis set", "elements": ["H", "N", "C", "O", "N", "C", "O", "H", "H", "H"], "positions_angstrom": [[2.2037, -0.3092, -1.1043], [1.9393, -0.1810, -0.1439], [0.7240, -0.0074, 0.1914], [0.5880, 0.2070, 1.5079], [-0.4365, -0.0013, -0.5678], [-1.7419, 0.0892, -0.1041], [-2.6962, -0.0168, -0.8363], [1.5790, 0.1689, 1.6325], [-0.3592, -0.2135, -1.5534], [-1.8002, 0.2641, 0.9779]], "mulliken_charge": [0.18, -0.74, 0.74, -0.54, -0.13, 0.07, -0.52, 0.39, 0.21, 0.34], "homo_ev": -10.235, "smiles": "[H]/N=C(/O)NC=O", "homo_lumo_gap_ev": 10.92}



<two>
{"formula": "C2H4N2O2", "method": "ωB97M-V with the def2-TZVPD basis set", "elements": ["N", "C", "O", "N", "C", "O", "H", "H", "H", "H"], "positions_angstrom": [[-1.0624, 0.8590, 1.3099], [-0.0515, 0.3423, 0.5836], [1.0774, 0.8471, 0.5714], [-0.4328, -0.8009, -0.1259], [0.3059, -1.1345, -1.1221], [1.3712, -0.5257, -1.5991], [-0.9272, 1.7181, 1.8137], [-1.9800, 0.4580, 1.2251], [0.0439, -2.0242, -1.6922], [1.5977, 0.1975, -0.9529]], "mulliken_charge": [-0.36, 0.71, -0.71, -0.53, 0.12, -0.48, 0.23, 0.23, 0.36, 0.44], "homo_ev": -10.201, "smiles": "NC(=O)/N=C\\O", "homo_lumo_gap_ev": 11.11}



Last place for stability: <one>